[1]
This record from OMol25 describes a structure of composition C40H51HfN5O3 at a distorted geometry. The level of theory is the ωB97M-V functional and the def2-TZVPD basis.

Structure (ORCA input):
```
! RIJCOSX wB97M-V def2-TZVPD def2/J DEFGRID3
* xyz 2 1
Hf 0.07 0.00 -0.13
C -1.31 0.38 4.49
O -1.30 0.79 3.12
C -2.47 1.52 2.81
C -2.49 1.86 1.31
O -1.17 1.97 0.72
C -0.48 3.12 1.24
C 0.91 3.09 0.71
O 1.46 1.81 1.00
C 2.10 1.78 2.29
H -1.52 1.24 5.14
H -2.06 -0.39 4.67
H -0.33 -0.01 4.73
H -3.36 0.93 3.03
H -2.51 2.43 3.42
H -3.01 1.10 0.75
H -3.00 2.81 1.16
H -1.00 4.03 0.92
H -0.48 3.08 2.32
H 0.93 3.20 -0.37
H 1.51 3.88 1.15
H 2.89 2.52 2.30
H 1.37 2.00 3.08
H 2.52 0.80 2.44
C 1.25 -3.64 -0.73
N 0.01 -3.05 -0.17
C -1.13 -3.79 -0.74
C 0.07 -3.14 1.27
C -0.49 -4.19 1.99
C -0.42 -4.19 3.38
C 0.21 -3.16 4.05
C 0.78 -2.12 3.33
C 0.72 -2.11 1.95
N 1.27 -1.05 1.15
C 2.69 -1.02 1.00
C 3.57 -1.61 1.91
C 4.94 -1.55 1.73
C 5.47 -0.90 0.62
C 4.60 -0.35 -0.30
C 3.23 -0.41 -0.12
N 2.31 0.08 -1.19
C 2.83 1.39 -1.68
C 2.29 -0.92 -2.32
H 1.35 -4.68 -0.43
H 1.21 -3.60 -1.82
H 2.13 -3.10 -0.38
H -0.94 -4.87 -0.75
H -2.04 -3.60 -0.16
H -1.30 -3.47 -1.76
H -1.00 -5.00 1.48
H -0.87 -5.01 3.93
H 0.27 -3.16 5.14
H 1.28 -1.30 3.85
H 3.17 -2.14 2.76
H 5.59 -2.02 2.45
H 6.54 -0.85 0.46
H 5.03 0.11 -1.19
H 3.81 1.26 -2.13
H 2.18 1.81 -2.42
H 2.92 2.07 -0.84
H 2.51 -0.42 -3.26
H 3.04 -1.68 -2.16
H 1.32 -1.41 -2.40
C -3.16 0.14 -4.70
C -2.27 -0.89 -4.45
C -1.82 -1.12 -3.16
C -2.26 -0.34 -2.10
C -3.18 0.68 -2.35
C -3.62 0.93 -3.64
N -1.80 -0.61 -0.76
C -2.80 -1.19 0.09
C -2.52 -1.32 1.45
C -3.44 -1.88 2.33
C -4.67 -2.31 1.86
C -4.96 -2.16 0.51
C -4.05 -1.60 -0.37
H -3.52 0.33 -5.71
H -1.93 -1.52 -5.27
H -1.14 -1.94 -2.96
H -3.56 1.27 -1.52
H -4.33 1.72 -3.82
H -1.57 -0.98 1.86
H -3.18 -1.99 3.37
H -5.39 -2.75 2.53
H -5.93 -2.48 0.13
H -4.30 -1.51 -1.42
C -0.55 4.36 -5.53
C -0.43 3.42 -4.37
C 0.09 2.14 -4.51
C 0.18 1.31 -3.41
N -0.19 1.65 -2.17
C -0.74 2.87 -2.06
C -0.86 3.77 -3.10
H 0.06 4.04 -6.38
H -0.26 5.37 -5.25
H -1.59 4.41 -5.86
H 0.41 1.77 -5.48
H 0.56 0.30 -3.55
H -1.13 3.14 -1.09
H -1.31 4.74 -2.91
*
```

## Properties
E_tot (eV): -57195.410
Frontier orbital gap (eV): 7.2
HOMO energy (eV): -12.72

=====

[2]
This record from OMol25 describes a cluster of 8 separate species, C40H51N7OP in total. The level of theory is the ωB97M-V functional and the def2-TZVPD basis.

Structure (ORCA input):
```
! RIJCOSX wB97M-V def2-TZVPD def2/J DEFGRID3
* xyz -1 1
C 4.14 3.08 1.15
C 3.87 2.40 -0.19
P 2.62 0.99 -0.08
C 3.33 -0.08 -1.43
C 2.86 0.08 1.42
C 1.66 0.06 2.41
C 0.34 -0.12 1.74
O -0.03 -1.21 1.32
C -0.58 1.05 1.56
C -1.94 0.80 1.40
C -2.84 1.84 1.22
C -2.38 3.16 1.19
C -1.03 3.42 1.37
C -0.13 2.37 1.56
H 5.07 3.65 1.08
H 4.27 2.37 1.97
H 3.37 3.81 1.43
H 4.81 2.07 -0.65
H 3.45 3.13 -0.87
H 3.91 -0.88 -0.95
H 3.98 0.50 -2.08
H 2.52 -0.50 -2.03
H 3.71 0.45 2.01
H 1.80 -0.84 3.02
H 1.62 0.93 3.08
H -2.30 -0.22 1.41
H -3.90 1.63 1.10
H -3.06 3.99 1.03
H -0.65 4.44 1.34
H 0.92 2.58 1.69
N -2.63 -2.82 -2.35
C -1.45 -2.55 -1.70
C -1.42 -1.21 -1.44
C -2.62 -0.65 -1.95
C -3.35 -1.66 -2.51
H -2.92 -3.73 -2.68
H -0.74 -3.33 -1.48
H -0.62 -0.69 -0.94
H -2.91 0.39 -1.91
H -4.31 -1.67 -2.99
N 4.70 7.16 0.55
C 5.90 7.43 1.16
C 5.69 7.47 2.51
C 4.30 7.22 2.73
C 3.73 7.03 1.50
H 4.56 7.07 -0.44
H 6.80 7.56 0.58
H 6.43 7.66 3.26
H 3.79 7.17 3.67
H 2.71 6.81 1.22
N -5.39 -4.72 -1.29
C -6.59 -5.02 -0.72
C -7.05 -6.18 -1.29
C -6.08 -6.60 -2.25
C -5.06 -5.68 -2.22
H -4.82 -3.92 -1.06
H -7.02 -4.39 0.04
H -7.98 -6.68 -1.06
H -6.12 -7.47 -2.88
H -4.15 -5.62 -2.78
N 5.32 1.69 5.49
C 6.30 2.07 6.36
C 6.29 3.44 6.44
C 5.26 3.90 5.57
C 4.68 2.80 5.00
H 5.09 0.75 5.23
H 6.91 1.34 6.85
H 6.95 4.04 7.04
H 4.99 4.93 5.38
H 3.88 2.71 4.29
N -9.02 -4.24 -3.62
C -9.88 -4.35 -4.67
C -10.91 -3.46 -4.48
C -10.65 -2.78 -3.26
C -9.48 -3.29 -2.75
H -8.18 -4.78 -3.49
H -9.70 -5.06 -5.47
H -11.74 -3.31 -5.14
H -11.25 -2.01 -2.81
H -8.93 -3.05 -1.86
N 6.74 1.06 -6.44
C 7.14 1.59 -5.24
C 6.48 0.92 -4.25
C 5.66 -0.06 -4.87
C 5.84 0.05 -6.22
H 7.05 1.37 -7.34
H 7.84 2.40 -5.20
H 6.58 1.10 -3.19
H 5.01 -0.76 -4.37
H 5.40 -0.49 -7.04
N -2.27 -3.64 1.57
C -1.54 -3.46 2.71
C -2.05 -4.29 3.68
C -3.14 -4.99 3.10
C -3.25 -4.57 1.80
H -2.10 -3.14 0.71
H -0.72 -2.77 2.72
H -1.68 -4.38 4.69
H -3.78 -5.72 3.58
H -3.95 -4.86 1.03
*
```

## Properties
E_tot (eV): -64072.024
Frontier orbital gap (eV): 4.6
HOMO energy (eV): -2.49

=====

[3]
This record from OMol25 describes a structure of composition C40H51N8O3P2ReTe. The level of theory is the ωB97M-V functional and the def2-TZVPD basis.

Structure (ORCA input):
```
! RIJCOSX wB97M-V def2-TZVPD def2/J DEFGRID3
* xyz 1 2
Re 0.85 -1.05 -1.30
C 4.29 -2.34 -0.73
P 2.52 -2.68 -0.98
C 2.20 -3.92 0.33
C 2.71 -3.69 -2.51
C 1.38 -3.87 -3.21
P 0.58 -2.22 -3.31
C 1.29 -1.47 -4.82
C -1.06 -2.70 -3.94
H 4.82 -3.30 -0.70
H 4.47 -1.80 0.20
H 4.66 -1.77 -1.58
H 2.73 -4.85 0.14
H 1.13 -4.11 0.40
H 2.55 -3.51 1.28
H 3.21 -4.64 -2.29
H 3.39 -3.11 -3.15
H 0.70 -4.49 -2.62
H 1.47 -4.33 -4.20
H 1.30 -2.16 -5.66
H 2.31 -1.13 -4.62
H 0.69 -0.60 -5.10
H -0.93 -3.28 -4.86
H -1.69 -1.83 -4.15
H -1.58 -3.33 -3.22
C -6.13 1.87 -0.71
C -4.86 1.39 -0.07
C -3.69 2.13 -0.14
C -2.49 1.65 0.38
C -1.27 2.51 0.26
C -2.49 0.40 0.99
Te -0.84 -0.48 1.97
N 0.86 -0.29 0.89
C 1.97 -0.46 1.66
O 3.10 -0.32 1.19
C 1.89 -0.83 3.13
C 1.34 -2.05 3.53
C 1.33 -2.39 4.88
C 1.86 -1.53 5.82
C 2.43 -0.33 5.42
C 2.46 0.01 4.07
C -0.53 1.16 3.29
C 0.47 2.08 3.03
C 0.66 3.17 3.88
C -0.17 3.32 4.98
C -1.15 2.38 5.24
C -1.36 1.29 4.41
C -2.46 0.31 4.73
C -3.67 -0.36 1.13
C -3.75 -1.69 1.84
C -4.83 0.16 0.58
H -6.07 2.92 -0.99
H -6.98 1.73 -0.05
H -6.32 1.29 -1.62
H -3.70 3.10 -0.62
H -1.28 3.07 -0.68
H -0.36 1.91 0.28
H -1.23 3.24 1.07
H 0.93 -2.73 2.80
H 0.91 -3.34 5.18
H 1.84 -1.80 6.87
H 2.87 0.34 6.15
H 2.93 0.93 3.75
H 1.12 1.94 2.18
H 1.44 3.89 3.68
H -0.03 4.16 5.65
H -1.78 2.50 6.12
H -2.69 0.33 5.79
H -2.18 -0.72 4.48
H -3.37 0.56 4.18
H -2.99 -2.39 1.50
H -4.72 -2.14 1.65
H -3.65 -1.57 2.92
H -5.74 -0.42 0.64
N -5.14 -2.33 -1.70
C -4.07 -2.68 -1.41
N -2.91 -3.19 -1.06
C -1.85 -2.56 -0.82
N -0.80 -2.10 -0.51
C -0.76 3.36 -4.86
N -0.93 2.31 -3.89
C -2.18 1.69 -3.53
C -1.71 0.56 -2.63
O -2.43 -0.29 -2.17
N -0.33 0.66 -2.46
C 0.06 1.65 -3.27
N 1.34 1.97 -3.47
H -1.72 3.58 -5.31
H -0.09 3.05 -5.67
H -0.37 4.28 -4.41
H -2.71 1.28 -4.40
H -2.86 2.35 -2.99
H 2.02 1.27 -3.13
H 1.59 2.59 -4.22
O 2.64 0.16 -1.92
N 3.15 1.13 -1.13
C 4.48 1.17 -0.99
C 5.06 2.15 -0.21
C 4.26 3.10 0.41
C 2.89 3.03 0.22
C 2.35 2.03 -0.55
H 5.02 0.40 -1.50
H 6.14 2.16 -0.10
H 4.70 3.87 1.02
H 2.22 3.76 0.67
H 1.30 1.88 -0.73
*
```

## Properties
E_tot (eV): -88367.215
Frontier orbital gap (alpha / beta) (eV): 6.8 / 6.4
HOMO energy (alpha / beta) (eV): -9.29 / -8.93

=====

[4]
This record from OMol25 describes a structure of composition C40H52BaF5N4O3Si2Te at a distorted geometry. The level of theory is the ωB97M-V functional and the def2-TZVPD basis.

Structure (ORCA input):
```
! RIJCOSX wB97M-V def2-TZVPD def2/J DEFGRID3
* xyz -1 1
Ba 0.60 0.62 -1.36
O 7.59 -0.81 1.13
C 6.82 -1.80 0.47
C 5.49 -1.25 0.06
C 4.40 -2.13 -0.17
C 3.19 -1.57 -0.54
N 2.95 -0.28 -0.69
C 4.00 0.59 -0.50
C 5.28 0.09 -0.13
C 3.78 1.99 -0.67
C 4.85 2.90 -0.81
C 4.63 4.24 -0.96
C 5.78 5.21 -1.06
O 6.71 5.10 0.00
C 3.29 4.69 -0.96
C 2.30 3.75 -0.83
N 2.48 2.45 -0.69
H 8.47 -1.17 1.30
H 6.67 -2.66 1.14
H 7.35 -2.16 -0.43
H 4.53 -3.19 -0.05
H 2.35 -2.23 -0.70
H 6.10 0.77 0.05
H 5.86 2.54 -0.83
H 5.39 6.24 -1.10
H 6.36 5.03 -1.97
H 6.20 4.95 0.81
H 3.07 5.74 -1.08
H 1.27 4.08 -0.83
C -2.56 0.27 5.52
C -1.31 -0.55 5.20
C -0.14 -0.10 6.10
C -1.60 -2.02 5.51
C -0.92 -0.33 3.75
C -0.59 0.96 3.29
C -0.19 1.11 1.98
N -0.12 0.14 1.07
C -0.46 -1.13 1.49
C -0.84 -1.35 2.84
C -0.43 -2.20 0.55
C -0.75 -3.53 0.91
C -0.76 -4.56 0.01
C -0.43 -4.23 -1.32
C -0.10 -2.91 -1.61
N -0.09 -1.91 -0.75
C -1.08 -6.00 0.39
C -2.27 -6.50 -0.43
C 0.14 -6.89 0.13
C -1.45 -6.15 1.88
H -2.85 0.15 6.56
H -3.39 -0.05 4.89
H -2.39 1.33 5.33
H -0.38 -0.25 7.15
H 0.08 0.95 5.94
H 0.75 -0.67 5.86
H -1.86 -2.14 6.56
H -0.73 -2.64 5.31
H -2.44 -2.38 4.92
H -0.63 1.82 3.94
H 0.11 2.09 1.62
H -1.06 -2.35 3.15
H -0.98 -3.74 1.94
H -0.40 -4.98 -2.10
H 0.18 -2.64 -2.62
H -2.06 -6.48 -1.50
H -3.15 -5.89 -0.25
H -2.51 -7.53 -0.16
H 0.43 -6.87 -0.91
H -0.08 -7.92 0.40
H 0.98 -6.55 0.73
H -2.33 -5.55 2.12
H -0.63 -5.85 2.52
H -1.69 -7.19 2.09
C -0.60 4.82 -3.05
Si -1.64 3.81 -1.82
C -1.84 4.89 -0.26
C -3.34 3.25 -2.40
C -4.25 4.29 -2.59
C -5.53 4.08 -3.04
C -5.95 2.78 -3.30
C -5.07 1.73 -3.10
C -3.76 1.93 -2.67
Si -2.78 0.31 -2.36
C -3.04 -0.10 -0.52
C -3.47 -1.09 -3.45
H -0.48 5.86 -2.74
H -1.05 4.81 -4.04
H 0.39 4.38 -3.16
H -2.47 5.74 -0.48
H -0.89 5.26 0.08
H -2.30 4.35 0.56
H -3.93 5.30 -2.37
H -6.21 4.91 -3.19
H -6.96 2.59 -3.65
H -5.42 0.73 -3.28
H -4.10 -0.28 -0.36
H -2.73 0.69 0.17
H -2.51 -1.00 -0.25
H -4.51 -1.31 -3.25
H -2.91 -1.99 -3.25
H -3.35 -0.84 -4.50
F 0.00 0.54 -4.88
Te -0.88 1.93 -3.87
F -2.29 1.36 -5.20
F -0.74 2.56 -1.15
F -0.02 2.94 -5.45
F 1.04 1.89 -3.13
O -1.20 0.38 -2.66
*
```

## Properties
E_tot (eV): -91764.103
Frontier orbital gap (alpha / beta) (eV): 4.4 / 4.1
HOMO energy (alpha / beta) (eV): -2.28 / -1.93